A 2-piece molecular cluster, C3H9O3P overall at a distorted geometry. Source: the Open Molecules 2025 dataset; level of theory: the ωB97M-V functional and the def2-TZVPD basis.

Its expectation value of S² is 2.01. The total energy comes out at -18683.021 eV. Its energy relative to the best compared isomer or geometry (same formula, charge and spin) is 60.06 kJ/mol. The value obtained for the HOMO energy (spin up / spin down) is -6.25 / -10.24 eV. The calculation puts the HOMO-LUMO gap (spin up / spin down) at 6.9 / 7.5 eV. As for the multiplicity: 3. As for the charge: 0. For the largest force on an atom, the calculation gives 7.3 eV/Å.

Structure (XYZ):
```
16
C3H9O3P (the ωB97M-V functional and the def2-TZVPD basis)
C 0.761 -0.674 1.826
C 2.349 0.628 -1.614
C -2.772 0.338 0.565
O 1.100 -1.729 -0.835
O 1.592 0.763 -0.432
O -2.197 -0.284 -0.578
P 0.968 -0.609 0.160
H 0.381 0.064 2.422
H 0.422 -1.722 2.088
H 2.265 -0.486 -1.960
H 3.471 0.854 -1.227
H 1.921 1.253 -2.306
H -1.951 0.541 1.258
H -3.509 -0.305 1.013
H -3.367 1.215 0.408
H -1.434 0.152 -0.788
```

A 3-piece molecular cluster, C3H9O4 overall at a distorted geometry. Source: the Open Molecules 2025 dataset; level of theory: the ωB97M-V functional and the def2-TZVPD basis.

The total energy comes out at -11448.016 eV. Its energy relative to the best compared isomer or geometry (same formula, charge and spin) is 120.86 kJ/mol. The value obtained for the HOMO energy is -4.35 eV. The calculation puts the HOMO-LUMO gap at 8.0 eV. As for the charge: -1. For the largest force on an atom, the calculation gives 4.2 eV/Å.

Structure (XYZ):
```
16
C3H9O4 (the ωB97M-V functional and the def2-TZVPD basis)
O -0.603 0.679 1.956
C -0.458 0.263 0.732
O 0.627 0.209 0.140
C -1.798 0.155 -0.206
C -1.895 -1.236 -0.819
H -2.608 0.428 0.505
H -1.552 0.943 -1.016
H -0.944 -1.737 -1.039
H -2.281 -1.889 0.127
H -2.696 -1.404 -1.565
H 1.379 -2.235 -2.552
H 0.683 -1.456 -1.421
O 1.318 -2.147 -1.610
H 1.647 2.408 -0.258
H 2.081 1.525 1.073
O 2.306 2.300 0.502
```

A 2-piece molecular cluster, C3H9OPS overall at a distorted geometry. Source: the Open Molecules 2025 dataset; level of theory: the ωB97M-V functional and the def2-TZVPD basis.

The total energy comes out at -25427.526 eV. Its energy relative to the best compared isomer or geometry (same formula, charge and spin) is 246.49 kJ/mol. The value obtained for the HOMO energy is -8.55 eV. The SMILES is C[PH](C)=S.C=O. The calculation puts the HOMO-LUMO gap at 9.4 eV. As for the charge: 0. For the largest force on an atom, the calculation gives 3.0 eV/Å.

Structure (XYZ):
```
15
C3H9OPS (the ωB97M-V functional and the def2-TZVPD basis)
C -0.032 -2.501 -0.316
P 0.119 -0.675 -0.337
C 0.417 -0.024 1.335
S 1.174 0.067 -1.864
H 0.533 -3.090 0.523
H -1.089 -2.702 -0.236
H 0.394 -2.743 -1.369
H -1.254 -0.219 -0.426
H -0.110 -0.608 2.062
H 1.437 -0.110 1.469
H 0.112 0.933 1.483
C -0.387 2.855 -0.570
O -1.247 2.239 -0.001
H 0.462 3.405 -0.128
H -0.529 3.173 -1.624
```

C3H9OPS2 as an isolated structure at a distorted geometry. Source: the Open Molecules 2025 dataset; level of theory: the ωB97M-V functional and the def2-TZVPD basis.

The total energy comes out at -36264.241 eV. Its energy relative to the best compared isomer or geometry (same formula, charge and spin) is 163.07 kJ/mol. The value obtained for the HOMO energy is -8.73 eV. The calculation puts the HOMO-LUMO gap at 8.8 eV. As for the charge: 0. For the largest force on an atom, the calculation gives 1.7 eV/Å.

Structure (XYZ):
```
16
C3H9OPS2 (the ωB97M-V functional and the def2-TZVPD basis)
C -1.375 0.330 -0.713
C -0.306 -2.103 0.426
C 2.042 2.159 0.119
O 2.444 2.066 1.348
P -0.013 -0.294 0.366
S -0.062 0.580 2.135
S 1.762 -0.123 -0.651
H -2.319 0.220 -0.178
H -1.222 1.387 -0.927
H -1.401 -0.228 -1.646
H -0.519 -2.479 -0.575
H 0.598 -2.575 0.808
H -1.137 -2.317 1.097
H 1.013 2.427 -0.094
H 2.800 2.438 -0.598
H 1.707 1.732 1.935
```

A 2-piece molecular cluster, C3H9S overall at a distorted geometry. Source: the Open Molecules 2025 dataset; level of theory: the ωB97M-V functional and the def2-TZVPD basis.

The total energy comes out at -14092.166 eV. Its energy relative to the best compared isomer or geometry (same formula, charge and spin) is 95.52 kJ/mol. The value obtained for the HOMO energy is -2.31 eV. The calculation puts the HOMO-LUMO gap at 5.5 eV. As for the charge: -1. For the largest force on an atom, the calculation gives 4.3 eV/Å.

Structure (XYZ):
```
13
C3H9S (the ωB97M-V functional and the def2-TZVPD basis)
S -2.280 1.219 -3.004
H -1.698 0.344 -2.198
C 1.692 -0.098 3.014
C 0.838 -0.775 1.912
C 1.768 -1.401 0.850
H 1.390 0.006 3.998
H 1.988 0.909 2.518
H 2.582 -0.741 3.118
H 0.090 -0.167 1.447
H 0.361 -1.648 2.467
H 1.451 -1.122 -0.109
H 2.720 -0.965 0.972
H 1.815 -2.471 1.197
```

A 2-piece molecular cluster, C3H9S2 overall. Source: the Open Molecules 2025 dataset; level of theory: the ωB97M-V functional and the def2-TZVPD basis.

The total energy comes out at -24928.391 eV. Its energy relative to the best compared isomer or geometry (same formula, charge and spin) is 34.42 kJ/mol. The value obtained for the HOMO energy is -2.80 eV. The calculation puts the HOMO-LUMO gap at 6.2 eV. As for the charge: -1. For the largest force on an atom, the calculation gives 1.0 eV/Å.

Structure (XYZ):
```
14
C3H9S2 (the ωB97M-V functional and the def2-TZVPD basis)
C 0.408 -1.253 -1.676
C -0.272 -0.703 -0.425
S -1.061 0.881 -0.887
C -1.019 1.801 0.654
H 0.806 -2.261 -1.492
H 1.276 -0.671 -1.972
H -0.305 -1.299 -2.510
H 0.484 -0.606 0.396
H -0.970 -1.467 -0.081
H -1.668 1.280 1.364
H -0.024 1.841 1.083
H -1.464 2.769 0.410
S 1.241 -0.101 2.632
H 2.569 -0.210 2.504
```

A 2-piece molecular cluster, C3H9S2 overall at a distorted geometry. Source: the Open Molecules 2025 dataset; level of theory: the ωB97M-V functional and the def2-TZVPD basis.

The total energy comes out at -24926.612 eV. Its energy relative to the best compared isomer or geometry (same formula, charge and spin) is 206.02 kJ/mol. The value obtained for the HOMO energy is -2.27 eV. The calculation puts the HOMO-LUMO gap at 5.3 eV. As for the charge: -1. For the largest force on an atom, the calculation gives 3.5 eV/Å.

Structure (XYZ):
```
14
C3H9S2 (the ωB97M-V functional and the def2-TZVPD basis)
C -3.619 1.471 1.553
S -2.602 -0.109 0.942
H -3.530 2.169 0.638
H -4.647 1.346 1.867
H -3.093 1.980 2.310
C 0.640 -0.349 -0.932
S 2.064 -0.664 -2.081
C 3.168 -1.166 -0.665
H 1.158 0.289 -0.289
H 0.164 -1.320 -0.577
H 0.126 0.166 -1.700
H 2.815 -0.538 0.095
H 3.053 -2.167 -0.215
H 4.301 -1.109 -0.946
```

A 2-piece molecular cluster, C3H9S3 overall at a distorted geometry. Source: the Open Molecules 2025 dataset; level of theory: the ωB97M-V functional and the def2-TZVPD basis.

The total energy comes out at -35762.843 eV. Its energy relative to the best compared isomer or geometry (same formula, charge and spin) is 113.14 kJ/mol. The value obtained for the HOMO energy is -2.29 eV. The calculation puts the HOMO-LUMO gap at 5.4 eV. As for the charge: -1. For the largest force on an atom, the calculation gives 1.8 eV/Å.

Structure (XYZ):
```
15
C3H9S3 (the ωB97M-V functional and the def2-TZVPD basis)
C 1.401 -1.023 -1.714
S 1.339 0.785 -1.686
H 0.671 -1.475 -2.469
H 2.392 -1.418 -2.012
H 1.169 -1.403 -0.711
C 0.252 2.252 1.014
C -0.821 1.260 0.585
S -0.500 -0.233 1.547
S -1.324 -1.683 0.247
H 1.210 1.626 0.998
H -0.006 2.604 2.028
H 0.301 3.122 0.306
H -0.737 1.063 -0.531
H -1.823 1.612 0.738
H -0.403 -2.582 0.610
```

C3HAuFO2 as an isolated structure at a distorted geometry. Source: the Open Molecules 2025 dataset; level of theory: the ωB97M-V functional and the def2-TZVPD basis.

Its expectation value of S² is 3.76. The total energy comes out at -13600.249 eV. Its energy relative to the best compared isomer or geometry (same formula, charge and spin) is 43.48 kJ/mol. The value obtained for the HOMO energy (spin up / spin down) is -19.93 / -20.41 eV. The calculation puts the HOMO-LUMO gap (spin up / spin down) at 9.2 / 5.9 eV. As for the multiplicity: 4. As for the charge: +2. For the largest force on an atom, the calculation gives 10.3 eV/Å.

Structure (XYZ):
```
8
C3HAuFO2 (the ωB97M-V functional and the def2-TZVPD basis)
F -0.813 -0.226 2.026
O 0.751 0.943 0.107
O -0.340 -0.181 -1.515
C 1.166 -0.019 0.960
C 0.615 -0.416 2.080
C -0.248 0.727 -0.728
H 0.917 -1.269 2.682
Au -1.078 -0.625 -3.036
```

C3HAuFO2 as an isolated structure at a distorted geometry. Source: the Open Molecules 2025 dataset; level of theory: the ωB97M-V functional and the def2-TZVPD basis.

Its expectation value of S² is 3.76. The total energy comes out at -13600.700 eV. Its energy relative to the best compared isomer or geometry (same formula, charge and spin) is 0.00 kJ/mol. The value obtained for the HOMO energy (spin up / spin down) is -18.09 / -23.45 eV. The calculation puts the HOMO-LUMO gap (spin up / spin down) at 6.6 / 8.4 eV. As for the multiplicity: 4. As for the charge: +2. For the largest force on an atom, the calculation gives 8.7 eV/Å.

Structure (XYZ):
```
8
C3HAuFO2 (the ωB97M-V functional and the def2-TZVPD basis)
H -1.515 -0.608 1.170
O 0.484 -1.143 0.285
O 0.369 1.002 -0.253
C -0.856 -0.815 0.199
C -0.890 0.512 -0.097
C 1.235 -0.076 -0.147
F -1.817 1.170 -0.773
Au 2.990 -0.042 -0.384
```

A 2-piece molecular cluster, C3HBrClNO2 overall at a distorted geometry. Source: the Open Molecules 2025 dataset; level of theory: the ωB97M-V functional and the def2-TZVPD basis.

The total energy comes out at -91275.484 eV. Its energy relative to the best compared isomer or geometry (same formula, charge and spin) is 0.00 kJ/mol. The value obtained for the HOMO energy is -11.43 eV. The SMILES is N#CC(=O)Br.O=CCl. The calculation puts the HOMO-LUMO gap at 10.4 eV. As for the charge: 0. For the largest force on an atom, the calculation gives 4.5 eV/Å.

Structure (XYZ):
```
9
C3HBrClNO2 (the ωB97M-V functional and the def2-TZVPD basis)
N 3.397 -0.048 2.094
C 2.293 -0.226 2.243
C 0.883 -0.407 2.588
O 0.189 0.388 3.121
Br 0.179 -2.102 1.935
O -2.516 -0.433 -2.884
C -1.842 0.538 -3.108
Cl -0.704 1.289 -1.988
H -1.879 1.002 -4.001
```

A 2-piece molecular cluster, C3HBrF3O2 overall at a distorted geometry. Source: the Open Molecules 2025 dataset; level of theory: the ωB97M-V functional and the def2-TZVPD basis.

The total energy comes out at -85417.180 eV. Its energy relative to the best compared isomer or geometry (same formula, charge and spin) is 175.41 kJ/mol. The value obtained for the HOMO energy is -5.52 eV. The calculation puts the HOMO-LUMO gap at 8.6 eV. As for the charge: -1. For the largest force on an atom, the calculation gives 4.1 eV/Å.

Structure (XYZ):
```
10
C3HBrF3O2 (the ωB97M-V functional and the def2-TZVPD basis)
C -1.100 0.403 1.056
C 0.329 0.051 -1.036
C 0.107 -0.316 0.352
O -1.204 0.331 2.261
O -1.862 0.728 0.135
F 1.584 -0.310 -1.453
F 0.284 1.395 -1.183
F 1.720 0.320 1.126
Br 0.470 -2.092 0.586
H -0.327 -0.509 -1.843
```

Copy entry 6 word for word.
A 2-piece molecular cluster, C3H9S2 overall. Source: the Open Molecules 2025 dataset; level of theory: the ωB97M-V functional and the def2-TZVPD basis.

The total energy comes out at -24928.391 eV. Its energy relative to the best compared isomer or geometry (same formula, charge and spin) is 34.42 kJ/mol. The value obtained for the HOMO energy is -2.80 eV. The calculation puts the HOMO-LUMO gap at 6.2 eV. As for the charge: -1. For the largest force on an atom, the calculation gives 1.0 eV/Å.

Structure (XYZ):
```
14
C3H9S2 (the ωB97M-V functional and the def2-TZVPD basis)
C 0.408 -1.253 -1.676
C -0.272 -0.703 -0.425
S -1.061 0.881 -0.887
C -1.019 1.801 0.654
H 0.806 -2.261 -1.492
H 1.276 -0.671 -1.972
H -0.305 -1.299 -2.510
H 0.484 -0.606 0.396
H -0.970 -1.467 -0.081
H -1.668 1.280 1.364
H -0.024 1.841 1.083
H -1.464 2.769 0.410
S 1.241 -0.101 2.632
H 2.569 -0.210 2.504
```

Question: Look up the energy relative to the best compared isomer or geometry (same formula, charge and spin) of the third one.
Answer: 246.49 kJ/mol